1.
{"formula": "C27H33N3O4", "method": "ωB97M-V/def2-TZVPD", "species": ["C", "O", "C", "C", "C", "C", "C", "O", "C", "C", "C", "C", "N", "C", "C", "O", "C", "N", "C", "C", "N", "C", "C", "C", "C", "C", "C", "C", "C", "C", "C", "C", "O", "C", "H", "H", "H", "H", "H", "H", "H", "H", "H", "H", "H", "H", "H", "H", "H", "H", "H", "H", "H", "H", "H", "H", "H", "H", "H", "H", "H", "H", "H", "H", "H", "H", "H"], "coordinates": [[-6.72, -2.67, -2.38], [-7.15, -1.73, -1.43], [-6.23, -1.20, -0.58], [-4.88, -1.51, -0.57], [-4.02, -0.90, 0.33], [-4.50, 0.03, 1.24], [-3.64, 0.69, 2.25], [-4.06, 0.94, 3.37], [-2.28, 1.07, 1.86], [-1.88, 1.29, 0.60], [-0.58, 1.74, 0.21], [0.49, 2.10, 1.00], [1.54, 2.50, 0.25], [2.83, 2.88, 0.75], [3.89, 1.77, 0.58], [5.18, 2.29, 0.81], [3.55, 0.56, 1.47], [4.16, -0.71, 1.13], [5.61, -0.72, 1.17], [6.10, -2.16, 1.07], [5.64, -2.75, -0.18], [6.16, -4.08, -0.36], [4.19, -2.72, -0.21], [3.70, -1.28, -0.12], [1.20, 2.39, -1.08], [1.94, 2.67, -2.22], [1.33, 2.47, -3.44], [0.02, 2.00, -3.52], [-0.72, 1.72, -2.39], [-0.13, 1.92, -1.15], [-5.87, 0.32, 1.26], [-6.74, -0.27, 0.36], [-8.08, -0.04, 0.29], [-8.64, 0.85, 1.22], [-7.61, -2.95, -2.94], [-6.30, -3.57, -1.90], [-5.99, -2.25, -3.07], [-4.48, -2.23, -1.26], [-2.98, -1.17, 0.33], [-1.62, 1.27, 2.69], [-2.58, 1.15, -0.21], [0.54, 2.13, 2.08], [3.18, 3.77, 0.22], [2.74, 3.13, 1.81], [3.89, 1.45, -0.47], [5.28, 2.47, 1.75], [3.85, 0.79, 2.50], [2.47, 0.40, 1.46], [5.94, -0.29, 2.12], [6.05, -0.13, 0.35], [5.73, -2.73, 1.94], [7.19, -2.18, 1.08], [5.84, -4.78, 0.42], [7.25, -4.04, -0.37], [5.82, -4.46, -1.33], [3.76, -3.30, 0.62], [3.86, -3.16, -1.16], [2.61, -1.25, -0.14], [4.09, -0.73, -1.00], [2.96, 3.03, -2.16], [1.87, 2.67, -4.35], [-0.43, 1.86, -4.50], [-1.74, 1.37, -2.47], [-6.22, 1.03, 1.99], [-9.71, 0.87, 1.00], [-8.23, 1.86, 1.12], [-8.49, 0.51, 2.25]], "smiles": "COc1ccc(C(=O)/C=C/c2cn(C[C@@H](O)CN3CCN(C)CC3)c3ccccc23)cc1OC", "de_lowest_ev": 2.643, "e_lumo_ha": 0.00570, "homo_lumo_gap_ev": 7.974}

2.
{"formula": "C5H8S", "method": "ωB97M-V/def2-TZVPD", "species": ["C", "C", "C", "C", "C", "S", "H", "H", "H", "H", "H", "H", "H", "H"], "coordinates": [[1.00, -0.28, 0.03], [-0.34, 0.18, -0.08], [-0.60, 1.52, 0.01], [2.02, 0.51, -0.11], [-1.46, -0.78, -0.07], [3.67, -0.13, 0.00], [1.02, -1.30, 0.14], [-1.67, 1.92, 0.07], [0.13, 2.31, 0.18], [1.81, 1.48, -0.51], [-1.16, -1.80, -0.72], [-2.34, -0.32, -0.54], [-1.48, -1.19, 1.01], [3.07, -1.32, 0.37]], "de_lowest_ev": 2.306, "spin_multiplicity": 3, "e_lumo_ha": [0.03357, -0.07052], "homo_lumo_gap_ev": [6.248, 7.273]}

3.
{"formula": "H14LiO7", "method": "ωB97M-V/def2-TZVPD", "species": ["Li", "O", "H", "H", "O", "H", "H", "O", "H", "H", "O", "H", "H", "O", "H", "H", "O", "H", "H", "O", "H", "H"], "coordinates": [[-0.37, 0.31, -0.03], [-1.39, -0.15, -1.68], [-0.99, -0.29, -2.53], [-1.88, 0.65, -1.82], [1.34, -0.64, -1.22], [1.52, -1.46, -1.73], [2.01, -0.08, -1.67], [2.18, -2.01, 1.02], [1.84, -2.90, 0.83], [1.66, -1.42, 0.48], [1.06, 0.94, 1.67], [0.99, 1.67, 2.29], [2.00, 0.79, 1.52], [0.06, 2.25, -0.75], [0.80, 2.35, -1.34], [-0.60, 2.88, -1.08], [-2.26, 1.04, 0.88], [-2.00, 1.16, 1.81], [-2.96, 0.34, 0.89], [-0.78, -1.54, 0.90], [-1.61, -1.73, 1.35], [-0.61, -2.16, 0.22]], "de_lowest_ev": 0.498, "total_charge": 1, "e_lumo_ha": -0.12648, "homo_lumo_gap_ev": 10.566}

4.
{"formula": "C20H27N4O", "method": "ωB97M-V/def2-TZVPD", "species": ["C", "C", "C", "N", "N", "C", "O", "C", "C", "C", "N", "C", "N", "H", "H", "H", "H", "H", "H", "H", "H", "H", "H", "H", "H", "H", "H", "H", "C", "C", "C", "C", "C", "C", "H", "H", "H", "H", "H", "H", "C", "C", "C", "C", "C", "C", "H", "H", "H", "H", "H", "H"], "coordinates": [[5.52, -1.61, 0.93], [5.14, -0.34, 0.87], [4.15, 0.23, 1.85], [2.87, 0.67, 1.24], [1.67, 0.32, 1.77], [0.72, 0.88, 1.00], [-0.54, 0.74, 1.29], [-1.38, 0.25, 0.19], [-0.87, -1.03, -0.44], [-0.54, -2.16, 0.56], [1.27, 1.55, -0.01], [2.59, 1.41, 0.15], [3.55, 1.93, -0.66], [4.97, -2.35, 1.50], [6.39, -1.95, 0.39], [5.56, 0.32, 0.12], [3.87, -0.57, 2.53], [4.58, 1.06, 2.40], [1.57, -0.24, 2.60], [-2.37, 0.11, 0.61], [-1.43, 1.04, -0.56], [-1.69, -1.38, -1.07], [-0.04, -0.84, -1.13], [-0.30, -1.77, 1.55], [-1.36, -2.88, 0.65], [0.34, -2.71, 0.23], [3.62, 2.92, -0.75], [4.07, 1.36, -1.30], [-5.75, -2.78, 2.47], [-6.50, -2.15, 3.46], [-5.91, -1.20, 4.27], [-4.57, -0.87, 4.10], [-3.83, -1.49, 3.11], [-4.42, -2.45, 2.30], [-6.21, -3.53, 1.84], [-7.54, -2.41, 3.59], [-6.49, -0.71, 5.05], [-4.11, -0.12, 4.74], [-2.78, -1.24, 2.98], [-3.83, -2.95, 1.53], [1.99, 2.90, -4.27], [1.59, 2.94, -5.60], [0.43, 2.28, -5.99], [-0.33, 1.59, -5.05], [0.08, 1.55, -3.72], [1.24, 2.21, -3.33], [2.90, 3.41, -3.97], [2.17, 3.48, -6.33], [0.12, 2.31, -7.02], [-1.23, 1.08, -5.35], [-0.51, 1.02, -2.99], [1.55, 2.17, -2.30]], "de_lowest_ev": 1.216, "total_charge": 1, "e_lumo_ha": -0.10613, "homo_lumo_gap_ev": 8.401}

5.
{"formula": "C26H56BNO14S", "method": "ωB97M-V/def2-TZVPD", "species": ["C", "C", "B", "O", "N", "C", "C", "O", "C", "S", "C", "O", "O", "H", "H", "H", "H", "H", "H", "H", "H", "H", "H", "H", "H", "H", "H", "H", "H", "C", "C", "O", "C", "C", "O", "H", "H", "H", "H", "H", "H", "H", "H", "C", "C", "O", "C", "C", "O", "H", "H", "H", "H", "H", "H", "H", "H", "C", "C", "O", "C", "C", "O", "H", "H", "H", "H", "H", "H", "H", "H", "C", "C", "O", "C", "C", "O", "H", "H", "H", "H", "H", "H", "H", "H", "C", "C", "O", "C", "C", "O", "H", "H", "H", "H", "H", "H", "H", "H"], "coordinates": [[-3.58, -1.08, -3.39], [-3.43, -1.37, -1.78], [-1.88, -1.85, -1.34], [-0.96, -2.29, -2.41], [-1.56, -1.74, 0.14], [-0.33, -0.89, 0.41], [-0.54, 0.72, 0.20], [0.68, 1.48, -0.11], [1.22, 1.17, -1.44], [0.29, 1.93, -2.88], [-0.92, 3.28, -2.43], [1.39, 2.50, -3.86], [-0.37, 0.74, -3.68], [-4.60, -0.49, -3.54], [-2.74, -0.36, -3.80], [-3.67, -2.06, -4.05], [-3.60, -0.34, -1.20], [-4.22, -2.14, -1.35], [-1.37, -3.01, -2.98], [-2.38, -1.45, 0.72], [-0.07, -1.05, 1.56], [0.55, -1.36, -0.19], [-1.35, 1.02, -0.60], [-0.95, 1.14, 1.24], [1.34, 0.03, -1.67], [2.32, 1.63, -1.47], [-1.36, 3.69, -3.46], [-1.85, 2.89, -1.82], [-0.35, 4.18, -1.93], [5.57, -0.35, 2.94], [4.69, 0.51, 2.06], [3.39, -0.07, 1.90], [2.37, 0.09, 2.77], [2.65, 0.68, 4.12], [1.24, -0.31, 2.49], [5.17, -0.44, 3.95], [6.58, 0.07, 3.01], [5.64, -1.37, 2.53], [4.62, 1.54, 2.41], [5.13, 0.56, 1.05], [2.81, -0.13, 4.84], [1.78, 1.27, 4.43], [3.50, 1.36, 4.14], [4.91, -3.37, -3.10], [4.48, -2.85, -1.75], [5.41, -1.87, -1.25], [5.38, -0.55, -1.57], [4.52, -0.10, -2.71], [6.11, 0.24, -0.98], [4.94, -2.58, -3.85], [4.23, -4.16, -3.45], [5.92, -3.79, -3.04], [3.45, -2.45, -1.75], [4.48, -3.67, -1.02], [5.12, -0.06, -3.62], [4.14, 0.90, -2.49], [3.64, -0.73, -2.88], [1.52, -4.99, -0.30], [0.03, -4.96, -0.55], [-0.38, -6.12, -1.30], [-0.68, -7.32, -0.76], [-0.30, -7.59, 0.67], [-1.18, -8.21, -1.45], [1.82, -5.86, 0.30], [1.84, -4.09, 0.23], [2.07, -5.06, -1.24], [-0.55, -4.86, 0.37], [-0.21, -4.09, -1.17], [0.67, -8.09, 0.70], [-1.06, -8.25, 1.11], [-0.28, -6.70, 1.29], [1.75, 8.01, 1.23], [0.25, 8.04, 0.98], [-0.16, 6.88, 0.23], [-0.45, 5.68, 0.77], [-0.08, 5.41, 2.20], [-0.95, 4.79, 0.08], [2.04, 7.14, 1.83], [2.07, 8.91, 1.76], [2.30, 7.94, 0.29], [-0.33, 8.14, 1.90], [0.01, 8.91, 0.36], [0.89, 4.91, 2.23], [-0.84, 4.75, 2.64], [-0.05, 6.30, 2.82], [-6.77, -0.77, 2.65], [-5.83, 0.24, 2.02], [-6.02, 0.28, 0.59], [-6.96, 1.03, -0.04], [-8.05, 1.65, 0.78], [-6.95, 1.14, -1.26], [-7.82, -0.49, 2.50], [-6.58, -0.84, 3.73], [-6.63, -1.76, 2.21], [-5.91, 1.23, 2.46], [-4.80, -0.09, 2.18], [-8.93, 0.99, 0.77], [-8.32, 2.61, 0.33], [-7.77, 1.87, 1.81]], "smiles": "CCB(O)NCCOCS(C)(=O)=O.CCOC(C)=O.CCOC(C)=O.CCOC(C)=O.CCOC(C)=O.CCOC(C)=O", "e_lumo_ha": 0.00545, "homo_lumo_gap_ev": 8.966}

6.
{"formula": "C11H21N3O5", "method": "ωB97M-V/def2-TZVPD", "species": ["C", "C", "C", "C", "C", "C", "C", "C", "C", "C", "C", "H", "H", "H", "H", "H", "H", "H", "H", "H", "H", "H", "H", "H", "H", "H", "H", "H", "H", "H", "H", "H", "N", "N", "N", "O", "O", "O", "O", "O"], "coordinates": [[-1.59, -1.40, -0.45], [-0.11, -1.65, -0.05], [-1.91, 0.18, -0.41], [-3.42, 0.28, -0.62], [-4.48, -0.35, 0.11], [2.25, -1.20, -0.50], [2.49, -2.58, 0.03], [2.77, -0.19, 0.47], [2.88, 1.29, 0.07], [1.42, 1.89, 0.32], [1.63, 3.41, -0.11], [-2.40, -3.23, -0.01], [-1.84, -2.56, 1.40], [-1.77, -1.76, -1.44], [-1.27, 0.76, -1.18], [-1.53, 0.29, 0.66], [-3.40, -0.09, -1.67], [-3.73, 1.28, -0.78], [-4.96, -0.91, 1.67], [0.58, -1.08, -1.92], [2.77, -1.13, -1.59], [2.06, -0.17, 1.31], [3.75, -0.86, 0.79], [3.17, 1.47, -1.03], [3.51, 2.00, 0.80], [0.34, 1.15, -0.07], [1.11, 2.27, 1.68], [2.69, 4.03, 0.50], [1.92, 3.67, -1.21], [0.23, 5.05, -0.13], [0.14, 4.09, 1.46], [2.27, -4.57, -0.13], [-2.36, -2.28, 0.51], [0.81, -1.31, -0.92], [0.22, 4.02, 0.20], [0.19, -2.25, 1.02], [-5.49, -0.67, -0.49], [-4.17, -0.49, 1.47], [3.45, -2.67, 0.74], [1.79, -3.72, -0.48]], "de_lowest_ev": 8.270, "e_lumo_ha": 0.01122, "homo_lumo_gap_ev": 9.578}

Number 1: molar mass 463.6 g mol⁻¹, DFT total energy -1513.834982 a.u.. Number 2: molar mass 100.2 g mol⁻¹, DFT total energy -593.310681 a.u.. Number 3: molar mass 133.0 g mol⁻¹, DFT total energy -542.475843 a.u.. Number 4: molar mass 339.5 g mol⁻¹, DFT total energy -1072.279721 a.u.. Number 5: molar mass 649.6 g mol⁻¹, DFT total energy -2555.297597 a.u.. Number 6: molar mass 275.3 g mol⁻¹, DFT total energy -971.965487 a.u..